1.
C5H11PS | ωB97M-V/def2-TZVPD

XYZ file:
```
18
Properties=species:S:1:pos:R:3:forces:R:3
S 3.132 -0.177 -0.112 -0.8 -0.1 2.3
P 0.013 -1.128 -0.578 0.3 0.2 1.3
C 0.288 1.406 0.496 -3.1 1.4 -2.2
C 0.581 0.008 0.773 3.0 0.3 -0.3
C -0.174 1.531 -0.988 1.7 -3.5 1.3
C -1.080 0.235 -1.176 0.3 1.2 1.6
C -1.058 -2.256 0.435 0.6 3.3 -0.1
H 0.972 2.194 0.630 1.4 0.4 0.9
H -0.442 -2.747 1.093 1.6 -1.3 1.6
H -1.486 -2.936 -0.177 -1.6 -2.2 -1.9
H -1.307 0.024 -2.182 -0.7 0.0 -1.2
H -1.990 0.255 -0.497 0.8 0.3 -1.0
H 0.929 -0.011 1.803 -0.1 -1.5 0.0
H -1.764 -1.700 1.008 -0.8 0.3 0.3
H -0.554 2.466 -1.141 -1.7 2.2 -0.6
H 0.804 1.527 -1.496 -0.5 -0.6 -0.7
H 3.790 -0.468 1.124 -0.9 0.4 -1.5
H -0.652 1.777 0.985 0.6 -0.8 0.6
```
Forces are in eV/Å.

E (Eh): -936.521968
HOMO (spin up / spin down) (eV): -7.955 / -7.881
Energy above the lowest of the compared OMol25 structures with the same formula, charge and spin (eV): 3.3239



2.
C59H93N4O36P | ωB97M-V/def2-TZVPD

XYZ file:
```
193
Properties=species:S:1:pos:R:3:forces:R:3
P -2.404 0.909 5.681 -1.7 0.2 -0.6
O -0.244 1.393 -0.105 0.1 -2.5 -0.1
O -1.531 -4.742 -3.249 0.5 -0.8 -1.7
O -5.264 -2.167 -2.037 0.2 0.2 -1.9
O 0.862 0.372 -4.171 1.3 -0.8 3.4
O -3.769 0.309 5.920 2.9 1.1 -0.7
O -4.659 -1.809 -4.289 -0.8 1.3 1.1
O -1.219 -0.224 -1.354 -1.3 -0.7 -1.1
O -2.620 6.229 0.747 -1.4 -0.4 -1.8
O -3.488 1.590 -4.808 -0.7 2.9 1.2
O -5.799 0.833 2.114 1.1 -0.9 -0.2
O 4.237 3.991 2.521 -0.5 -0.4 -0.9
O -4.275 6.936 -0.648 -0.9 -0.1 -0.1
O 1.643 0.917 8.736 0.9 -1.0 -1.8
O 0.530 2.335 -4.969 -0.2 -1.0 0.5
O 1.128 -5.060 1.610 -0.4 -0.1 0.9
O -3.189 5.157 -1.176 0.0 -0.3 -0.8
O -5.710 -0.248 -3.137 2.3 -2.6 -4.3
O 7.555 -1.022 3.572 0.5 -1.8 -1.6
O 0.756 -4.727 -3.730 -3.5 0.3 -0.1
O 3.382 2.104 1.906 0.0 0.9 -0.2
O 3.144 2.073 7.666 -1.1 -2.7 -0.4
O -4.013 3.199 -6.395 -0.1 -0.1 -0.1
O -3.857 1.110 1.198 -0.6 -1.3 0.5
O 0.492 -3.904 3.292 -0.3 0.9 0.8
O -1.892 1.892 6.845 -0.2 -0.7 -1.0
O -0.915 -4.488 -5.282 -0.1 0.2 0.3
O 4.481 -1.406 -2.289 0.0 1.9 0.6
O 4.278 0.721 -2.897 -0.3 -0.6 0.6
O -4.171 3.612 -4.162 0.4 -0.7 -0.3
O -2.313 1.823 4.300 0.6 -1.4 2.0
O -0.216 0.450 -6.106 1.1 1.9 2.4
O -1.167 -0.191 5.613 0.0 1.2 0.6
O 4.679 -0.871 -4.478 0.4 0.2 0.4
O 5.657 -0.892 2.363 0.5 -1.7 0.6
O 0.205 -0.901 -0.067 0.1 -0.6 0.4
O 7.172 -2.634 2.237 -0.5 -0.4 0.5
N 2.409 1.046 7.779 0.3 3.4 1.8
N 0.723 -4.962 2.762 0.7 -1.6 -1.2
N -4.669 0.435 1.845 0.0 1.4 0.3
N 3.696 3.278 1.682 0.6 -0.6 0.9
C -5.854 1.869 -2.135 -1.1 0.6 -0.2
C 1.164 -7.381 3.152 0.4 0.0 -0.9
C -6.199 0.386 -2.076 -1.4 1.4 3.9
C 1.045 -1.032 -4.262 0.2 -1.0 0.0
C 0.021 -4.551 -6.370 0.7 -0.5 0.3
C -0.947 -0.900 4.411 -1.3 -0.2 -0.9
C -1.955 1.354 8.173 0.4 0.1 0.7
C 3.013 -0.370 4.406 1.7 2.5 -0.5
C 3.005 0.548 5.410 -0.3 -0.9 0.9
C -3.936 2.856 -5.256 1.0 -1.5 0.9
C 4.556 -0.546 -3.324 -1.4 -0.1 -0.8
C -0.459 -4.645 -4.014 2.9 -0.4 -1.4
C 2.310 3.613 -1.829 0.0 1.1 2.0
C -3.193 -1.588 1.722 -0.9 0.0 -0.1
C 0.312 1.004 -5.111 -1.7 0.2 -5.6
C -0.772 4.433 -1.369 -0.9 0.5 -0.6
C 0.345 -8.438 5.128 -0.8 0.1 1.0
C -0.391 0.215 -0.452 0.0 2.5 0.5
C -4.324 -2.637 4.031 1.5 -1.6 -2.3
C 0.551 -6.230 3.553 0.1 1.5 1.1
C -2.830 -2.908 2.090 0.0 1.7 0.6
C 4.093 1.767 -3.861 1.0 0.1 -1.8
C 1.057 -1.038 1.042 0.3 0.3 0.6
C -4.720 -1.383 3.584 -0.6 0.0 0.9
C -3.318 6.105 -0.268 2.2 0.1 2.3
C -1.322 -3.482 -1.333 1.1 0.0 0.9
C 3.691 5.521 -1.389 0.3 -0.7 1.6
C 7.339 0.164 4.273 0.1 0.1 1.9
C 2.445 0.105 6.667 -1.3 -0.5 -0.8
C 6.650 -1.524 2.725 0.3 2.6 -0.7
C 1.717 -1.173 6.763 0.9 -0.5 -1.6
C 3.440 3.808 0.347 -0.7 0.4 -1.3
C -4.743 7.887 0.314 1.0 1.0 0.4
C 6.493 -3.298 1.179 0.1 0.0 -0.6
C -3.410 -3.428 3.227 -1.6 1.2 1.6
C -4.073 -3.056 -4.655 -0.5 -1.0 1.0
C 4.685 -2.800 -2.405 0.3 -1.1 -0.3
C 8.736 0.707 4.665 -1.2 0.9 0.1
C -1.365 -4.895 -1.885 -1.0 0.9 2.3
C 3.987 4.974 -0.117 0.9 1.4 0.1
C -3.172 0.573 -5.704 -0.6 -0.8 -2.0
C -2.161 0.580 -2.033 -0.9 0.3 -0.8
C 2.509 -1.632 4.516 -1.1 -1.8 0.0
C 2.731 4.910 -2.174 1.3 -1.6 -0.5
C 0.324 4.699 -5.459 -0.4 -1.5 -0.7
C -5.243 -1.519 -3.071 0.8 0.0 0.8
C -1.026 2.365 3.913 0.6 0.5 0.3
C 2.624 3.131 -0.522 -1.1 -1.2 -1.5
C 0.021 3.228 -5.961 -0.8 1.4 0.5
C -0.052 -6.126 4.825 -0.3 1.3 -1.9
C -0.226 -7.245 5.560 0.2 -0.5 0.6
C 1.805 -2.051 5.675 0.1 1.4 1.4
C -3.340 5.884 -4.844 0.8 -0.6 0.4
C -2.227 4.079 -1.041 0.7 0.1 0.6
C -4.465 4.999 -4.342 -1.2 1.1 -0.4
C 3.424 -3.570 -2.802 1.0 1.0 0.5
C 2.438 -1.346 0.521 0.3 0.0 0.2
C 1.037 -8.491 3.947 0.3 -1.1 0.3
C -4.226 -0.881 2.393 1.7 -1.0 -0.7
H 6.367 -2.592 0.357 -0.2 -0.1 0.0
H 0.125 -1.602 -4.386 -0.2 0.4 -0.4
H 1.465 -1.394 -3.323 0.1 0.5 0.1
H -0.161 5.035 -4.542 -0.1 -0.8 0.2
H 1.781 -7.466 2.270 -0.2 0.3 -0.2
H -0.496 -4.675 -7.322 -0.5 0.2 0.4
H 3.680 -4.629 -2.842 -0.2 0.0 -0.3
H -0.688 4.904 -2.348 -0.1 0.1 -0.1
H -2.879 -0.051 -2.555 0.3 -0.7 0.2
H -3.625 6.932 -4.757 -0.1 -0.1 -0.4
H 5.531 -3.034 -3.051 -0.1 0.3 -0.3
H -2.896 0.839 8.367 0.1 0.0 -0.2
H -1.177 -3.534 -0.254 0.1 0.1 0.1
H -0.909 -1.982 4.540 -0.2 0.1 0.4
H -3.235 -2.941 -5.343 -0.3 0.6 0.0
H 5.536 -3.733 1.467 0.0 0.2 0.2
H -4.086 0.171 -6.140 -0.2 0.0 0.0
H 4.973 -3.130 -1.407 0.1 0.2 0.1
H -0.185 3.518 -1.446 -0.2 0.1 0.5
H 0.649 -5.434 -6.247 0.1 0.1 0.1
H 6.642 0.846 3.787 0.4 0.1 -0.4
H 3.580 -0.013 3.559 -0.2 -0.5 -0.7
H -5.812 0.003 -1.131 0.5 -0.3 0.0
H 3.480 1.484 5.156 -0.2 0.3 0.9
H -0.498 -5.441 -1.512 0.4 0.0 -0.8
H 1.400 4.773 -5.302 0.0 0.5 -0.4
H 2.524 -2.293 -0.012 -0.5 0.0 -0.1
H -0.061 -0.629 3.837 0.3 0.6 0.4
H -4.848 -3.676 -5.105 0.1 0.0 -0.2
H -1.701 1.124 -2.858 0.2 0.5 0.5
H -5.342 5.166 -4.966 0.2 -0.7 -0.9
H -1.091 0.708 8.329 -0.1 -0.3 0.0
H 1.656 3.098 -2.518 0.0 -0.4 0.2
H -0.400 -3.070 -1.745 0.1 0.3 0.1
H 2.616 5.247 -3.194 -0.5 0.3 0.0
H 2.735 -3.422 -1.970 -0.5 -0.1 -0.4
H -6.419 2.434 -2.877 0.5 -0.5 -1.1
H 7.150 -4.111 0.871 0.0 0.2 0.1
H -0.398 5.145 -0.634 0.3 -0.3 0.1
H 0.668 -3.675 -6.418 -0.2 0.1 0.2
H -4.778 2.016 -2.237 -0.2 0.1 -0.2
H -0.125 5.367 -6.194 0.7 0.2 -0.3
H 2.737 -0.559 -0.172 0.3 0.0 0.2
H 6.829 -0.267 5.134 -0.2 0.9 0.8
H -0.789 2.130 2.875 -0.4 -0.1 0.0
H -2.537 0.884 -6.533 0.1 0.2 0.2
H -1.833 2.160 8.896 -0.2 0.2 -0.3
H -3.208 -4.409 3.631 0.3 -0.2 -0.3
H -1.050 3.089 -6.102 -0.2 -0.1 0.4
H 4.303 6.328 -1.764 -0.3 0.3 0.2
H -2.603 3.295 -1.699 -0.1 0.3 0.1
H 0.665 -1.810 1.704 -0.2 -0.5 -0.4
H 3.157 -1.444 1.334 0.2 0.4 0.1
H -2.216 -5.464 -1.511 -0.2 0.1 -0.3
H -7.248 0.103 -1.977 -0.5 0.7 -0.1
H -3.001 5.592 -5.838 -0.5 0.3 -0.3
H 3.911 2.765 -3.462 0.3 -0.6 1.0
H 0.999 -0.155 1.678 0.4 0.6 -0.3
H 8.685 1.591 5.301 -0.7 0.2 0.0
H 2.568 -2.288 3.660 0.1 -0.2 0.0
H 3.094 -3.150 -3.751 -0.4 -0.5 0.1
H -4.939 5.380 -3.437 1.0 -0.4 0.7
H -2.196 3.737 -0.006 -0.5 -0.1 0.0
H 1.521 -9.404 3.633 0.0 -0.1 0.0
H 0.417 3.003 -6.951 0.6 0.1 0.2
H -2.815 1.151 -1.375 0.6 0.4 0.2
H -2.101 -2.740 -1.506 -0.4 -0.7 -0.4
H 0.172 -9.260 5.807 0.4 -0.5 -0.4
H -2.734 -1.108 0.871 0.0 -0.1 -0.2
H -1.806 -0.647 3.790 0.1 -0.5 -0.6
H -3.685 -3.599 -3.793 -0.1 0.2 0.1
H 3.311 1.666 -4.613 -0.5 -0.9 0.4
H -2.701 -0.280 -5.214 0.1 0.5 0.5
H -5.498 7.531 1.015 -0.1 -0.4 -0.5
H 2.234 2.187 -0.171 -0.2 -0.1 -0.3
H 9.284 0.037 5.327 0.2 -0.5 -0.9
H -5.070 8.770 -0.236 -0.3 -0.3 -0.1
H 1.345 -3.028 5.693 -0.1 0.0 0.1
H -0.761 -7.181 6.496 0.0 -0.2 0.1
H 4.986 1.833 -4.482 0.3 0.0 0.2
H -5.348 -0.785 4.227 -0.3 0.1 -0.3
H -6.231 2.491 -1.324 0.4 -0.8 1.0
H 1.119 -1.512 7.596 0.3 0.6 0.4
H -3.904 8.220 0.924 0.1 -0.1 0.0
H -2.420 5.791 -4.266 -0.1 -0.1 0.6
H 1.752 -1.240 -5.066 -0.2 -0.1 -0.1
H -0.193 2.045 4.539 -0.1 -0.7 0.2
H -4.705 -3.206 4.867 -0.3 0.8 0.4
H -0.477 -5.178 5.120 0.0 0.1 0.0
H 4.692 5.432 0.562 0.2 0.4 -0.2
H 9.218 1.111 3.774 0.5 -0.7 0.0
H -1.980 -3.395 1.634 -0.2 -0.1 -0.4
H -0.967 3.442 4.071 -0.7 0.1 -0.3
```
Forces are in eV/Å.

E (Eh): -5572.293245
Spin multiplicity: 2
HOMO (spin up / spin down) (eV): -11.265 / -11.265
Total charge: +1



3.
C40H56F3N9NbO5S | ωB97M-V/def2-TZVPD

XYZ file:
```
115
Properties=species:S:1:pos:R:3:forces:R:3
Nb 0.993 2.449 3.619 0.1 -1.4 -0.9
S -0.966 6.652 2.029 -0.6 0.5 0.5
F 0.682 -0.509 -0.375 -0.1 0.1 -0.2
F -0.496 0.922 -1.489 0.0 -0.1 0.0
F -1.458 -0.579 -0.229 -0.1 0.2 -0.2
O -1.668 5.786 2.911 0.2 -0.6 -0.3
O -0.752 7.978 2.522 0.4 0.2 -0.8
O -0.873 2.515 0.518 -0.2 0.0 -0.1
O -0.732 1.411 4.241 0.3 2.4 2.1
O -1.892 6.798 0.672 1.3 -0.3 0.2
N -2.269 2.674 5.644 -2.5 2.0 2.6
N 1.815 -5.008 -2.587 0.0 0.1 0.0
N -3.605 -7.521 -0.327 -0.1 -0.1 0.0
N 3.714 -3.347 -5.246 0.2 0.0 -0.1
N 0.176 4.982 -2.124 0.0 0.0 -0.1
N 1.804 7.310 7.324 0.0 0.1 0.0
N 4.634 0.668 7.984 -0.1 0.0 0.0
N -3.074 -2.793 -1.598 -0.3 0.0 -0.1
N -5.443 -5.322 -6.829 0.0 0.0 -0.1
C -4.508 -4.444 -1.949 -0.1 -0.2 0.1
C -3.432 -9.164 1.147 0.0 0.0 0.1
C -3.238 -2.887 -2.953 0.0 0.2 0.1
C -0.380 1.252 0.926 1.0 -0.4 0.2
C 5.173 -2.196 -6.451 0.1 0.0 0.0
C 0.235 3.914 -2.981 0.0 0.0 0.1
C 2.426 8.393 6.763 0.1 0.0 0.0
C -3.848 -3.734 -0.979 0.1 0.0 0.1
C -3.301 -9.708 -0.157 0.0 0.0 -0.1
C 3.609 0.929 7.113 0.1 0.1 0.0
C 0.408 8.119 5.806 -0.1 0.0 0.0
C 3.864 -1.755 -6.777 -0.1 0.0 0.0
C 1.022 1.354 1.580 -0.6 0.5 -0.2
C 5.048 -3.180 -5.506 0.0 0.0 0.1
C -3.415 -8.669 -1.045 0.0 0.1 -0.1
C 0.647 4.378 -4.202 0.0 0.0 0.0
C -4.136 -5.728 -6.817 0.0 0.0 0.1
C 2.520 0.204 7.513 0.0 0.0 0.0
C -0.398 0.286 -0.311 0.0 -0.3 0.8
C 2.986 -2.486 -6.020 -0.1 0.0 0.0
C -6.060 -5.802 -7.952 -0.1 0.0 0.0
C 0.591 5.927 1.455 0.3 -0.9 0.1
C 0.904 -4.429 -1.745 0.0 0.0 0.0
C 1.236 -5.215 -3.813 0.1 -0.1 0.0
C -3.918 -6.481 -7.941 0.1 0.0 0.0
C -1.403 2.151 5.149 2.6 -3.8 -4.7
C 0.573 7.140 6.750 0.0 -0.1 0.0
C -0.059 -4.771 -3.747 0.1 0.0 -0.1
C 1.699 5.882 2.566 0.0 0.5 -0.7
C -0.269 -4.272 -2.434 0.1 0.0 0.1
C 1.585 8.915 5.814 0.1 0.0 0.0
C -5.140 -6.527 -8.662 -0.1 0.0 0.0
C 0.840 5.781 -4.079 0.0 0.1 0.0
C 0.538 6.124 -2.788 0.0 0.1 0.1
C 2.889 3.563 3.163 -0.2 0.4 -0.5
C -3.622 -7.814 1.008 0.0 0.1 0.0
C 2.899 -0.522 8.675 0.1 0.0 0.0
C -4.119 -3.905 -3.203 0.1 0.1 -0.1
C 2.759 4.779 2.175 0.2 0.7 0.7
C 4.207 -0.213 8.943 0.1 -0.1 0.1
H -7.098 -5.586 -8.148 0.0 0.0 0.0
H 1.476 0.363 1.785 -0.2 0.5 -0.3
H 6.101 -1.833 -6.864 0.0 0.0 0.0
H 1.558 0.195 7.027 0.1 0.0 0.0
H 1.007 6.413 0.554 -0.5 0.3 0.4
H 1.281 5.776 3.580 0.1 -0.3 -0.5
H -3.717 -6.601 -0.722 0.1 0.0 0.0
H 3.570 2.826 2.672 -0.4 0.2 0.3
H -1.816 5.954 0.191 -0.4 0.2 0.2
H -3.477 -5.447 -6.012 0.0 0.0 0.0
H -0.018 2.922 -2.648 0.0 0.0 -0.1
H -2.985 -6.946 -8.216 0.0 0.0 0.0
H -5.882 -4.759 -6.123 0.0 0.0 -0.1
H -0.092 4.937 -1.158 0.1 0.0 0.0
H 2.181 6.880 2.527 -0.2 -0.5 0.2
H -0.075 6.337 7.061 0.0 0.0 -0.1
H -1.176 -3.847 -2.043 0.2 -0.2 0.0
H 1.169 -4.182 -0.730 0.0 0.0 0.0
H -2.476 -2.133 -1.128 -0.1 0.1 0.0
H 2.019 1.117 4.398 0.3 0.1 0.4
H 3.743 5.300 2.188 -0.5 -0.3 -0.2
H -3.141 -10.742 -0.415 0.0 0.0 0.0
H 0.375 4.873 1.177 -0.3 0.5 0.3
H 1.162 6.460 -4.852 0.0 0.0 0.0
H 3.445 3.926 4.051 -0.4 -0.3 -0.3
H -3.765 -7.038 1.743 0.0 0.0 0.0
H -3.393 -9.702 2.081 0.0 0.0 0.0
H 1.790 9.773 5.193 0.0 0.0 0.0
H 3.596 -0.989 -7.487 0.0 0.0 0.0
H -4.450 -4.228 -4.177 0.0 0.0 0.0
H -2.712 -2.224 -3.619 0.0 0.0 0.0
H 3.744 1.606 6.286 -0.1 -0.1 0.0
H 1.910 -2.468 -5.962 0.0 0.0 0.0
H -0.459 8.250 5.178 0.1 0.0 0.0
H 5.789 -3.774 -4.997 0.0 0.0 0.0
H 2.580 4.491 1.121 0.1 -0.2 0.5
H 0.991 3.272 5.255 0.0 0.1 0.0
H 5.555 1.061 7.929 -0.1 0.0 0.0
H 2.761 -5.243 -2.344 -0.1 0.0 0.0
H 1.793 -5.660 -4.622 -0.1 -0.1 0.0
H -0.776 -4.799 -4.552 0.0 0.0 0.0
H 2.191 6.729 8.046 0.0 0.0 -0.1
H -3.377 -8.648 -2.121 0.0 0.0 0.0
H 3.327 -4.001 -4.589 -0.1 0.1 0.0
H 4.869 -0.542 9.727 0.0 0.0 0.0
H 0.550 7.077 -2.285 0.0 0.0 0.0
H 2.280 -1.193 9.249 0.0 0.0 0.0
H -0.261 2.886 -0.135 0.0 -0.3 0.2
H -5.195 -5.259 -1.779 -0.1 0.1 0.0
H 3.409 8.696 7.085 0.0 0.0 0.0
H 1.661 1.966 0.903 0.0 -0.6 0.2
H 0.794 3.779 -5.086 0.0 0.0 0.0
H -3.862 -3.819 0.095 0.0 0.0 0.0
H -0.082 3.748 2.948 0.1 0.4 0.3
H -1.077 0.827 1.668 0.0 0.3 -0.5
H -5.323 -7.035 -9.595 0.0 0.0 0.0
```
Forces are in eV/Å.

E (Eh): -3181.322647
HOMO (eV): -5.825
Total charge: -1



Question: What is the E in the first record?
Answer: -936.521968 Eh